(1)
Entry from OMol25: a molecular structure, C52H44Br4ClNaO7P4 (ωB97M-V/def2-TZVPD).

Calculated values
Charge = -2
Spin multiplicity = 1
HOMO = -1.15 eV
Energy relative to the best compared isomer or geometry (same formula, charge and spin) = 230.1 kJ/mol
Lowest unoccupied orbital energy = 0.130 hartree

Atoms and positions in Å:
1 Na -0.2451 0.6888 -0.0577
2 Br -1.7263 6.6633 -2.2538
3 C -1.4250 5.1941 -1.1057
4 C -1.0943 5.4045 0.2143
5 Br -0.9610 7.1608 0.9011
6 C -0.8555 4.3111 1.0321
7 Br -0.4162 4.5626 2.8503
8 C -0.8825 2.9932 0.5795
9 O -0.5550 2.0067 1.3174
10 C -1.3425 2.7761 -0.7796
11 O -1.5542 1.5613 -1.1921
12 C -1.5669 3.8897 -1.5743
13 Br -2.0890 3.5940 -3.3767
14 O 0.8028 -1.3936 3.5516
15 C 1.9106 -0.7982 4.1000
16 C 2.1372 -0.7070 5.4684
17 C 3.3229 -0.1653 5.9323
18 C 4.2747 0.2886 5.0359
19 C 4.0019 0.2813 3.6806
20 C 2.8074 -0.2324 3.1923
21 P 2.2395 0.0044 1.4368
22 C 3.3449 -1.2286 0.6642
23 C 3.7194 -1.0875 -0.6713
24 C 4.4470 -2.0782 -1.3071
25 C 4.7774 -3.2445 -0.6328
26 C 4.3842 -3.4070 0.6853
27 C 3.6824 -2.4059 1.3303
28 C 3.1392 1.5848 1.3058
29 C 4.3426 1.8174 0.6568
30 C 4.9129 3.0788 0.6997
31 C 4.2913 4.1056 1.3880
32 C 3.0909 3.8744 2.0399
33 C 2.5235 2.6181 2.0046
34 C 0.3816 -2.6289 3.9222
35 C 0.8819 -3.4147 4.9553
36 C 0.3134 -4.6518 5.2202
37 C -0.7506 -5.1109 4.4675
38 C -1.2121 -4.3532 3.4031
39 C -0.6398 -3.1287 3.1026
40 P -1.0652 -2.0526 1.6615
41 C -2.4728 -1.2660 2.5289
42 C -3.5731 -1.9537 3.0343
43 C -4.5264 -1.2792 3.7778
44 C -4.3774 0.0723 4.0481
45 C -3.2693 0.7501 3.5702
46 C -2.3278 0.0869 2.8064
47 C -1.8181 -3.4062 0.6831
48 C -1.0073 -4.4920 0.3568
49 C -1.5119 -5.5516 -0.3702
50 C -2.8298 -5.5325 -0.8027
51 C -3.6219 -4.4297 -0.5338
52 C -3.1176 -3.3735 0.2036
53 H 1.3728 -1.0271 6.1613
54 H 3.5038 -0.1095 6.9966
55 H 5.2135 0.6849 5.3953
56 H 4.7279 0.6824 2.9878
57 H 3.4268 -0.1928 -1.2006
58 H 4.7547 -1.9499 -2.3365
59 H 5.3337 -4.0281 -1.1327
60 H 4.6215 -4.3229 1.2127
61 H 3.4034 -2.5370 2.3673
62 H 4.8309 1.0307 0.1021
63 H 5.8463 3.2580 0.1814
64 H 4.7367 5.0922 1.4016
65 H 2.5915 4.6775 2.5618
66 H 1.5771 2.4210 2.4891
67 H 1.7225 -3.0875 5.5477
68 H 0.7100 -5.2543 6.0278
69 H -1.2048 -6.0662 4.6929
70 H -2.0170 -4.7366 2.7945
71 H -3.6917 -3.0121 2.8459
72 H -5.3877 -1.8159 4.1596
73 H -5.1249 0.5933 4.6316
74 H -3.1335 1.7987 3.7934
75 H -1.4837 0.6216 2.4051
76 H 0.0192 -4.5098 0.6960
77 H -0.8800 -6.4004 -0.6007
78 H -3.2289 -6.3681 -1.3607
79 H -4.6389 -4.3919 -0.8983
80 H -3.7181 -2.5080 0.4139
81 C -1.2188 -2.7296 -2.7288
82 P -1.1578 -0.9880 -2.0618
83 C 0.2177 -0.3864 -3.1208
84 C -2.5803 -0.3466 -3.0157
85 C -2.6666 -0.4656 -4.3957
86 C -3.7207 0.0987 -5.0896
87 C -4.7126 0.7737 -4.4002
88 C -4.6498 0.8687 -3.0219
89 C -3.5868 0.3194 -2.3175
90 P -3.4357 0.3196 -0.4889
91 C -5.1224 -0.5669 -0.2844
92 C -4.1664 1.9355 0.0347
93 H -1.1811 -2.7711 -3.8167
94 H -2.1369 -3.2025 -2.3875
95 H -0.3776 -3.2880 -2.3213
96 H 0.1934 -0.8097 -4.1261
97 H 1.1558 -0.6460 -2.6336
98 H 0.1485 0.6946 -3.1754
99 H -1.8996 -0.9970 -4.9432
100 H -3.7546 0.0356 -6.1700
101 H -5.5311 1.2328 -4.9399
102 H -5.4339 1.4017 -2.5018
103 H -5.9541 0.0680 -0.5859
104 H -5.2728 -0.8393 0.7600
105 H -5.1502 -1.4708 -0.8904
106 H -5.0135 2.2393 -0.5806
107 H -3.4044 2.7079 0.0024
108 H -4.4892 1.8033 1.0705
109 O 0.9044 2.7133 -2.5563
110 Cl 1.7439 2.5299 -1.4349
111 O 3.1007 2.5385 -1.8640
112 O 1.5248 3.5618 -0.4988
113 O 1.4761 1.2405 -0.8511

(2)
Entry from OMol25: a molecular structure, C52H44IN7O2P2SSr (ωB97M-V/def2-TZVPD).

Calculated values
Charge = -2
Spin multiplicity = 1
HOMO = -1.16 eV
Energy relative to the best compared isomer or geometry (same formula, charge and spin) = 944.4 kJ/mol
Lowest unoccupied orbital energy = 0.134 hartree

Atoms and positions in Å:
1 Sr -0.7228 -2.5835 -0.4406
2 N 6.8908 -3.1848 -0.6664
3 C 5.5380 -2.8886 -0.4167
4 C 4.8680 -1.9524 -1.1970
5 C 3.5491 -1.6193 -0.9133
6 C 2.9115 -2.2248 0.1406
7 C 3.5813 -3.1419 0.9348
8 C 4.8908 -3.4762 0.6669
9 S 1.2799 -2.0144 0.8340
10 O 1.6104 -1.5420 2.1689
11 O 0.4148 -1.0639 0.1389
12 N 0.5892 -3.4155 0.9274
13 C 0.8788 -4.2187 -0.0732
14 N 2.1407 -4.6955 -0.2171
15 C 2.3887 -5.5028 -1.2085
16 C 1.4123 -5.9583 -2.0820
17 C 0.1359 -5.4918 -1.8180
18 N -0.1351 -4.6817 -0.8261
19 H 7.1654 -3.0118 -1.6236
20 H 7.1561 -4.1138 -0.3684
21 H 5.3736 -1.4927 -2.0401
22 H 3.0218 -0.9124 -1.5431
23 H 3.0398 -3.5857 1.7627
24 H 5.4045 -4.2083 1.2767
25 H 3.4359 -5.7898 -1.2983
26 H 1.6436 -6.6063 -2.9122
27 H -0.7191 -5.7457 -2.4380
28 N -9.7192 -1.9549 5.7311
29 C -8.7938 -1.9320 5.0408
30 C -7.6635 -1.8823 4.2174
31 C -7.5696 -2.6799 3.0642
32 C -6.4334 -2.6560 2.2943
33 C -5.3638 -1.8125 2.6236
34 C -5.4704 -1.0011 3.7519
35 C -6.5872 -1.0470 4.5560
36 C -4.1442 -1.9105 1.7952
37 C -3.9201 -0.9249 0.8215
38 C -4.8420 0.1213 0.5258
39 C -4.4458 0.6588 -0.6765
40 C -3.2917 -0.0564 -1.0523
41 N -2.9464 -0.9836 -0.1565
42 C -3.4624 -3.1319 1.9572
43 C -3.6869 -4.0373 3.0362
44 C -2.9366 -5.1584 2.7645
45 C -2.3024 -4.9047 1.5326
46 N -2.5748 -3.6906 1.0556
47 H -8.3968 -3.3218 2.8027
48 H -6.3375 -3.2701 1.4120
49 H -4.6392 -0.3647 4.0137
50 H -6.6383 -0.4624 5.4656
51 H -5.6964 0.3932 1.1158
52 H -4.9240 1.4473 -1.2303
53 H -2.7857 -0.0029 -2.0062
54 H -4.3023 -3.8646 3.9008
55 H -2.8470 -6.0451 3.3690
56 H -1.6975 -5.5932 0.9649
57 I -3.3589 -3.4354 -1.9686
58 C 1.0112 -2.4874 -1.8927
59 H 1.7706 -3.1048 -2.4030
60 H 1.0426 -2.7278 -0.8645
61 H 1.2189 -1.4251 -2.0142
62 C 2.4544 2.8082 0.5410
63 P 1.7357 1.0530 0.3348
64 C 0.0814 1.4245 1.0469
65 C -0.2941 0.7277 2.1897
66 C -1.5645 0.8655 2.7172
67 C -2.4603 1.7467 2.1365
68 C -2.0832 2.4705 1.0208
69 C -0.8284 2.2976 0.4660
70 C 1.4331 1.1308 -1.4715
71 C 0.2231 0.7606 -2.0471
72 C 0.1139 0.5977 -3.4169
73 C 1.2145 0.7994 -4.2334
74 C 2.4300 1.1571 -3.6709
75 C 2.5396 1.3088 -2.3029
76 P 1.4445 4.3517 0.3294
77 C 2.7721 5.6213 0.4603
78 C 2.5269 6.8709 -0.1194
79 C 3.4528 7.8882 -0.0321
80 C 4.6431 7.6963 0.6567
81 C 4.8781 6.4783 1.2747
82 C 3.9511 5.4578 1.1852
83 C 1.2765 4.4841 -1.5039
84 C 0.0103 4.7156 -2.0339
85 C -0.1668 4.8704 -3.3967
86 C 0.9207 4.8031 -4.2494
87 C 2.1878 4.6000 -3.7269
88 C 2.3685 4.4511 -2.3652
89 H 3.3759 2.8898 -0.0463
90 H 2.7454 2.8309 1.6009
91 H 0.3982 0.0181 2.6178
92 H -1.8520 0.2685 3.5715
93 H -3.4566 1.8582 2.5384
94 H -2.7757 3.1589 0.5586
95 H -0.5787 2.8015 -0.4569
96 H -0.6262 0.5288 -1.4193
97 H -0.8320 0.2694 -3.8281
98 H 1.1378 0.6521 -5.3019
99 H 3.3078 1.2901 -4.2932
100 H 3.5078 1.5399 -1.8682
101 H 1.5999 7.0326 -0.6553
102 H 3.2533 8.8397 -0.5075
103 H 5.3777 8.4881 0.7120
104 H 5.7960 6.3251 1.8269
105 H 4.1562 4.5218 1.6825
106 H -0.8416 4.7827 -1.3696
107 H -1.1551 5.0450 -3.7965
108 H 0.7842 4.9126 -5.3168
109 H 3.0409 4.5586 -4.3890
110 H 3.3658 4.3218 -1.9647